Entry 1:
Here is a structure of composition C30H24BrGeNOPt from OMol25. Energies are from ωB97M-V with the def2-TZVPD basis set.

Calculated values
- E_HOMO (alpha / beta) (eV) = -0.549 / -1.584
- largest force on an atom (eV/Å) = 0.8
- gap between HOMO and LUMO (alpha / beta) (Eh) = 0.1903 / 0.2283
- energy (eV) = -164840.5009

The geometry in ORCA input format:
```
! RIJCOSX wB97M-V def2-TZVPD def2/J DEFGRID3
* xyz -2 3
Pt 1.1094 -0.7218 -2.1174
O 3.3709 -3.8871 -6.1261
C 2.2574 -3.2867 -5.5560
C 1.0605 -3.1990 -6.2529
C -0.0048 -2.6084 -5.5747
N 0.0912 -2.1755 -4.3356
C 1.2815 -2.1249 -3.6775
Br 2.1752 0.9863 -3.7807
C 2.3775 -2.7520 -4.2894
H 3.1671 -4.0434 -7.0510
H 0.9674 -3.5639 -7.2719
H -0.9739 -2.5093 -6.0609
H 3.3460 -2.7634 -3.8038
C 0.7426 0.6771 -0.7927
Ge -0.0163 1.3771 0.7713
C 0.2027 3.3399 0.8101
C -0.0134 4.0978 1.9609
C 0.1332 5.4785 1.9515
C 0.5065 6.1264 0.7810
C 0.7347 5.3855 -0.3702
C 0.5839 4.0042 -0.3543
C -1.9426 1.0291 1.0422
C -2.8877 2.0469 1.1507
C -4.2421 1.7628 1.2842
C -4.6747 0.4452 1.3083
C -3.7482 -0.5819 1.1889
C -2.3978 -0.2916 1.0517
C 0.8474 0.7866 2.4603
C 0.2058 -0.0023 3.4117
C 0.8744 -0.4593 4.5418
C 2.2073 -0.1328 4.7414
C 2.8646 0.6526 3.8031
C 2.1895 1.1012 2.6772
H -0.2944 3.6002 2.8840
H -0.0386 6.0502 2.8578
H 0.6254 7.2042 0.7692
H 1.0377 5.8817 -1.2852
H 0.7796 3.4215 -1.2493
H -2.5678 3.0830 1.1282
H -4.9583 2.5738 1.3605
H -5.7313 0.2192 1.4049
H -4.0715 -1.6166 1.1818
H -1.6956 -1.1087 0.9250
H -0.8326 -0.2781 3.2699
H 0.3531 -1.0822 5.2607
H 2.7342 -0.4959 5.6163
H 3.9098 0.9056 3.9427
H 2.7238 1.6968 1.9445
C -0.8985 -3.8685 0.9873
C 0.2131 -3.1216 1.3548
C 0.7966 -2.2350 0.4562
C 0.3112 -2.0587 -0.8508
C -0.8087 -2.8342 -1.1950
C -1.4032 -3.7133 -0.3008
H -1.3631 -4.5533 1.6891
H 0.6240 -3.2105 2.3565
H 1.6456 -1.6437 0.7788
H -1.2112 -2.7264 -2.1965
H -2.2746 -4.2835 -0.6117
*
```


Entry 2:
Here is a cluster of 16 separate species, H30O19S in total in a non-equilibrium geometry from OMol25. Energies are from ωB97M-V with the def2-TZVPD basis set.

Calculated values
- E_HOMO (eV) = -4.852
- largest force on an atom (eV/Å) = 9.2
- gap between HOMO and LUMO (Eh) = 0.3542
- energy (eV) = -50226.0154

The geometry in ORCA input format:
```
! RIJCOSX wB97M-V def2-TZVPD def2/J DEFGRID3
* xyz -2 1
S -0.2021 -0.0844 0.1009
O 0.5044 1.0580 -0.4493
O -1.3520 -0.3017 -0.6986
O 0.6397 -1.2563 0.0689
O -0.5681 0.2960 1.4861
O -0.0102 -3.8881 -0.3780
H -0.2009 -2.9114 -0.2309
H -0.6938 -4.2563 0.1070
O -1.3552 -0.9263 -3.2799
H -1.4097 -1.9311 -3.3833
H -1.3718 -0.8028 -2.3666
O 0.3376 3.1429 0.8296
H 0.8273 3.0384 1.5521
H 0.4727 2.3041 0.3533
O 3.0916 1.7172 -0.8524
H 3.5816 1.0111 -0.6911
H 2.1999 1.6828 -0.5727
O -2.3401 2.0113 2.6223
H -3.1747 1.6688 2.1807
H -1.5385 1.7067 2.1055
O 4.2475 -0.5889 -0.1756
H 3.4335 -1.0254 -0.4438
H 4.2323 -0.6404 0.7789
O 1.1700 0.5041 3.4248
H 0.7706 -0.4047 3.6887
H 0.5213 0.4597 2.8069
O -3.0604 -2.0699 0.2960
H -3.0916 -1.8785 1.2629
H -2.3107 -1.6025 -0.3273
O 2.9385 0.9220 -2.8773
H 2.6000 1.3765 -2.2186
H 2.4466 1.2041 -3.6396
O -2.0671 3.1828 -0.7421
H -1.6143 2.3732 -1.1126
H -1.5931 3.1874 0.0896
O 1.3768 -2.4288 2.3421
H 0.9958 -2.1205 1.5655
H 0.5725 -2.2122 2.8254
O 2.6265 -2.3555 -0.9437
H 2.3725 -2.2804 -1.9063
H 1.7630 -2.1388 -0.6375
O -0.1439 2.0287 -2.7044
H 0.2154 1.7637 -1.8600
H -0.6376 1.2447 -2.9430
O -3.4988 1.1142 -1.3863
H -2.7362 0.6899 -0.9987
H -3.4849 1.9877 -1.2430
O -2.0342 -1.3968 2.7366
H -1.7220 -0.7011 2.1612
H -1.7257 -1.4732 3.6775
*
```


Entry 3:
Here is the molecule C5H10O from OMol25. Energies are from ωB97M-V with the def2-TZVPD basis set.

Calculated values
- E_HOMO (eV) = -9.955
- largest force on an atom (eV/Å) = 0.5
- gap between HOMO and LUMO (Eh) = 0.4045
- energy (eV) = -7393.6880
- SMILES string = C=C[C@@H](C)CO

The geometry in ORCA input format:
```
! RIJCOSX wB97M-V def2-TZVPD def2/J DEFGRID3
* xyz 0 1
C -1.5760 0.5606 1.0603
C -0.5320 -0.2666 1.0837
C 0.3312 -0.6342 -0.1058
C -0.4502 -0.8037 -1.4088
C 1.4397 0.4406 -0.2634
O 1.7578 1.0949 0.9392
H -2.1002 0.8243 1.9746
H -1.9559 0.9968 0.1375
H -0.1924 -0.6563 2.0451
H 0.8200 -1.5865 0.1294
H -1.2275 -1.5688 -1.3067
H 0.2176 -1.0911 -2.2305
H -0.9393 0.1332 -1.6991
H 1.1320 1.1657 -1.0317
H 2.3662 -0.0201 -0.6052
H 0.9090 1.4111 1.2814
*
```


Entry 4:
Here is the molecule C22H28N4O5S2 in a non-equilibrium geometry from OMol25. Energies are from ωB97M-V with the def2-TZVPD basis set.

Calculated values
- E_HOMO (eV) = -8.430
- largest force on an atom (eV/Å) = 1.1
- gap between HOMO and LUMO (Eh) = 0.3215
- energy (eV) = -61135.9148
- SMILES string = COCCN(CCNC(=O)c1ccc(NC2=N[C@H]3CS(=O)(=O)C[C@H]3S2)cc1)Cc1ccco1

The geometry in ORCA input format:
```
! RIJCOSX wB97M-V def2-TZVPD def2/J DEFGRID3
* xyz 0 1
C -2.5998 -2.6043 -1.2320
O -3.3267 -2.0941 -0.1463
C -2.4991 -1.7399 0.9355
C -3.3533 -1.1322 2.0533
N -2.4992 -0.6815 3.1297
C -2.1875 -1.6472 4.1600
C -0.6863 -1.5616 4.5140
N 0.0798 -1.3378 3.3128
C 0.5965 -2.3674 2.5947
O 0.7205 -3.4947 3.0367
C 1.0004 -1.9992 1.2046
C 1.2950 -0.6951 0.8174
C 1.5701 -0.3995 -0.5025
C 1.5739 -1.4130 -1.4573
N 1.8208 -1.1325 -2.8072
C 2.5116 -0.0742 -3.2716
N 2.3106 0.4567 -4.4005
C 3.1268 1.5809 -4.7184
C 2.2226 2.8051 -4.8125
S 2.2491 3.4449 -3.1135
O 1.9201 4.8405 -3.0740
O 1.5416 2.5746 -2.2165
C 4.0430 3.1774 -2.9596
C 4.2104 1.8145 -3.5956
S 3.9217 0.5153 -2.3474
C 1.2909 -2.7220 -1.0764
C 1.0138 -3.0077 0.2445
C -2.7062 0.6838 3.5656
C -2.3271 1.6156 2.4581
C -3.0054 2.6209 1.8372
C -2.1515 3.1061 0.8145
C -1.0214 2.3565 0.8832
O -1.1143 1.4533 1.8785
H -1.8802 -1.8653 -1.6089
H -3.3236 -2.8413 -2.0092
H -2.0489 -3.5110 -0.9512
H -1.7474 -1.0024 0.6128
H -1.9596 -2.6253 1.3067
H -4.0931 -1.8724 2.3854
H -3.8960 -0.2813 1.6370
H -2.7955 -1.5124 5.0677
H -2.3879 -2.6408 3.7578
H -0.4947 -0.7371 5.2064
H -0.3495 -2.4954 4.9662
H -0.2191 -0.5179 2.8025
H 1.3134 0.1031 1.5431
H 1.7397 0.6224 -0.8044
H 1.2435 -1.6031 -3.4904
H 3.6209 1.3941 -5.6797
H 2.6180 3.5954 -5.4421
H 1.2176 2.5298 -5.1115
H 4.5214 3.9751 -3.5216
H 4.3546 3.2036 -1.9205
H 5.2196 1.6733 -3.9873
H 1.2870 -3.5057 -1.8198
H 0.7964 -4.0180 0.5572
H -2.0625 0.8615 4.4321
H -3.7475 0.8931 3.8636
H -3.9872 2.9750 2.0777
H -2.3566 3.8986 0.1251
H -0.1241 2.3629 0.2963
*
```


Entry 5:
Here is a structure of composition C26H37BN4PS2SbSe2Zr in a non-equilibrium geometry from OMol25. Energies are from ωB97M-V with the def2-TZVPD basis set.

Calculated values
- E_HOMO (eV) = -13.593
- largest force on an atom (eV/Å) = 4.1
- gap between HOMO and LUMO (Eh) = 0.2678
- energy (eV) = -203659.9801

The geometry in ORCA input format:
```
! RIJCOSX wB97M-V def2-TZVPD def2/J DEFGRID3
* xyz 2 1
Zr 0.2682 0.2960 -0.6087
C 0.6065 4.0682 -5.0298
N 1.3710 3.9804 -3.7436
C 2.5287 4.6711 -3.4430
C 2.9324 4.2986 -2.2215
N 2.0278 3.3733 -1.7783
B 2.0251 2.9331 -0.3273
N 3.3871 2.2978 -0.0155
C 4.5091 3.0231 0.3800
C 5.5605 2.1685 0.4342
N 5.0780 0.9162 0.1371
C 5.7316 -0.3817 0.1614
C 3.7523 1.0293 -0.1350
S 2.7280 -0.3802 -0.2337
C 1.1239 3.0854 -2.7284
S -0.0866 1.7666 -2.5787
H 1.2377 3.8410 -5.8848
H 0.2954 5.1008 -5.0565
H -0.2513 3.4163 -4.9836
H 2.9357 5.4130 -4.1466
H 3.7682 4.6874 -1.6786
H 1.9691 3.8642 0.3850
H 1.1297 2.0387 -0.2306
H 4.4705 4.1025 0.5092
H 6.5957 2.3152 0.7927
H 6.7118 -0.2841 0.7177
H 5.9507 -0.7672 -0.8078
H 5.1920 -1.1377 0.6922
Se -2.2518 -0.3177 -0.1141
P -1.7660 -2.3821 -0.9491
Se 0.3506 -2.3490 -1.3450
C -2.8365 -2.5465 -2.5050
C -3.1240 -3.7710 -2.9765
C -3.6217 -3.8321 -4.2832
C -3.8368 -2.6833 -5.0121
C -3.3969 -1.4975 -4.5506
C -2.8895 -1.3998 -3.2654
C -2.4025 -3.6553 0.1356
C -1.6588 -4.7457 0.5818
C -2.1612 -5.6943 1.4785
C -3.4809 -5.5455 1.8203
C -4.2059 -4.4548 1.4081
C -3.7045 -3.5106 0.5192
H -3.0558 -4.6899 -2.3638
H -3.8900 -4.8019 -4.6533
H -4.3483 -2.8556 -5.9349
H -3.6214 -0.5863 -5.0827
H -2.6576 -0.4543 -2.7640
H -0.6641 -4.8681 0.2318
H -1.5535 -6.5381 1.8238
H -3.8941 -6.2126 2.5523
H -5.2370 -4.3824 1.7112
H -4.2450 -2.6454 0.1284
C -0.9039 -2.0338 2.9866
C 0.2927 -1.1165 3.2705
Sb 0.1306 0.7672 2.3179
C 1.4574 2.0290 3.4178
C 1.0099 1.9090 4.9112
C -1.8184 1.2638 3.1007
C -2.4061 2.5635 2.5798
H -0.7771 -2.9682 3.4711
H -0.9080 -2.3479 1.9165
H -1.8508 -1.5318 3.2435
H 1.2086 -1.5769 2.8354
H 0.4631 -0.9908 4.3314
H 1.3691 3.0775 3.0807
H 2.4072 1.5335 3.2308
H 0.1041 2.5080 4.9050
H 1.7354 2.3881 5.5608
H 0.8765 0.8896 5.2478
H -1.7544 1.1964 4.1817
H -2.3795 0.3779 2.8517
H -2.3347 3.3130 3.3334
H -3.4520 2.4267 2.2886
H -1.8652 3.0067 1.7684
*
```


Entry 6:
Here is a structure of composition C9H10N2SeY in a non-equilibrium geometry from OMol25. Energies are from ωB97M-V with the def2-TZVPD basis set.

Calculated values
- E_HOMO (alpha / beta) (eV) = -3.230 / -3.232
- largest force on an atom (eV/Å) = 3.9
- gap between HOMO and LUMO (alpha / beta) (Eh) = 0.2191 / 0.2192
- energy (eV) = -78863.3315

The geometry in ORCA input format:
```
! RIJCOSX wB97M-V def2-TZVPD def2/J DEFGRID3
* xyz -1 1
C 1.3987 1.1767 0.9098
C 1.7536 0.8251 -0.4315
C 2.1102 -0.5630 -0.4461
C 1.9776 -1.0626 0.8919
C 1.5332 0.0121 1.7238
Y -0.3921 -0.4181 0.0898
C -0.9049 0.1338 -2.3170
C -1.1617 1.1662 -1.4975
C -1.5479 2.3821 -1.1264
N -1.5122 0.7380 1.3898
H 2.4599 -1.1233 -1.3167
H 1.7424 1.4991 -1.2914
H 2.2069 -2.0785 1.2180
H 1.3631 -0.0385 2.7984
H 1.0983 2.1708 1.2386
H 0.0683 -0.0055 -2.8233
H -2.0530 0.9222 2.2443
H -1.6972 -0.5313 -2.7002
H -1.8473 3.1575 -1.8445
H -1.5988 2.6747 -0.0686
Se -2.2555 -4.9829 1.7239
C -1.5948 -3.5269 1.0483
N -1.1467 -2.5275 0.5866
*
```